<1>
DFT (ωB97M-V/def2-TZVPD) results for a 11-piece molecular cluster, C33H66O11 overall.

Last columns: bonded neighbours and bond lengths (Å).
Cartesian coordinates (Å):
1 C -7.704 -25.799 22.279  C2 1.495, H5 1.090, H6 1.090, H7 1.090
2 C -7.940 -27.125 22.928  C1 1.495, O3 1.240, C4 1.540
3 O -9.047 -27.673 22.818  C2 1.240
4 C -6.706 -27.858 23.486  C2 1.540, H8 1.090, H9 1.090, H10 1.090
5 H -8.425 -25.094 22.694  C1 1.090
6 H -7.760 -25.780 21.191  C1 1.090
7 H -6.667 -25.547 22.502  C1 1.090
8 H -6.874 -28.857 23.889  C4 1.090
9 H -6.252 -27.330 24.325  C4 1.090
10 H -5.914 -27.883 22.737  C4 1.090
11 C -13.272 -23.865 22.077  C12 1.528, H15 1.090, H16 1.090, H17 1.090
12 C -14.757 -23.968 22.420  C11 1.528, O13 1.265, C14 1.549
13 O -15.542 -23.340 21.653  C12 1.265
14 C -15.261 -24.990 23.469  C12 1.549, H18 1.090, H19 1.090, H20 1.090
15 H -12.770 -24.812 22.277  C11 1.090
16 H -12.687 -23.088 22.568  C11 1.090
17 H -13.258 -23.610 21.017  C11 1.090
18 H -16.255 -24.671 23.780  C14 1.090
19 H -14.649 -24.876 24.363  C14 1.090
20 H -15.117 -26.018 23.135  C14 1.090
21 C -9.779 -19.772 19.707  C22 1.550, H25 1.090, H26 1.090, H27 1.090
22 C -8.826 -19.623 20.920  C21 1.550, O23 1.172, C24 1.603
23 O -9.026 -18.851 21.779  C22 1.172
24 C -7.527 -20.562 20.967  C22 1.603, H28 1.090, H29 1.090, H30 1.090
25 H -9.971 -20.842 19.627  C21 1.090
26 H -9.276 -19.353 18.836  C21 1.090
27 H -10.679 -19.214 19.965  C21 1.090
28 H -7.163 -20.669 21.988  C24 1.090
29 H -6.692 -20.139 20.408  C24 1.090
30 H -7.780 -21.514 20.500  C24 1.090
31 C -2.513 -24.690 18.405  C32 1.572, H35 1.090, H36 1.090, H37 1.090
32 C -2.719 -26.217 18.712  C31 1.572, O33 1.184, C34 1.531
33 O -3.716 -26.681 19.151  C32 1.184
34 C -1.517 -27.072 18.303  C32 1.531, H38 1.090, H39 1.090, H40 1.090
35 H -3.481 -24.217 18.571  C31 1.090
36 H -2.393 -24.568 17.328  C31 1.090
37 H -1.735 -24.272 19.045  C31 1.090
38 H -1.291 -27.902 18.973  C34 1.090
39 H -0.631 -26.530 17.974  C34 1.090
40 H -1.793 -27.474 17.329  C34 1.090
41 C -8.761 -14.440 24.990  C42 1.517, H45 1.090, H46 1.090, H47 1.090
42 C -9.232 -14.197 26.412  C41 1.517, O43 1.226, C44 1.509
43 O -10.240 -14.729 26.863  C42 1.226
44 C -8.349 -13.314 27.258  C42 1.509, H48 1.090, H49 1.090, H50 1.090
45 H -7.867 -15.063 24.975  C41 1.090
46 H -8.493 -13.544 24.430  C41 1.090
47 H -9.497 -15.024 24.438  C41 1.090
48 H -8.141 -12.445 26.633  C44 1.090
49 H -7.376 -13.744 27.497  C44 1.090
50 H -8.931 -12.942 28.101  C44 1.090
51 C -6.177 -21.145 12.323  C52 1.522, H55 1.090, H56 1.090, H57 1.090
52 C -6.758 -21.496 13.684  C51 1.522, O53 1.199, C54 1.547
53 O -7.172 -20.684 14.464  C52 1.199
54 C -6.704 -23.025 13.908  C52 1.547, H58 1.090, H59 1.090, H60 1.090
55 H -6.368 -20.099 12.082  C51 1.090
56 H -6.690 -21.685 11.527  C51 1.090
57 H -5.087 -21.166 12.330  C51 1.090
58 H -6.888 -23.369 14.926  C54 1.090
59 H -5.719 -23.331 13.556  C54 1.090
60 H -7.471 -23.441 13.255  C54 1.090
61 C -3.896 -21.335 26.843  C62 1.499, H65 1.090, H66 1.090, H67 1.090
62 C -4.306 -20.043 27.482  C61 1.499, O63 1.215, C64 1.526
63 O -5.284 -19.405 27.144  C62 1.215
64 C -3.400 -19.554 28.608  C62 1.526, H68 1.090, H69 1.090, H70 1.090
65 H -2.966 -21.144 26.308  C61 1.090
66 H -4.638 -21.744 26.157  C61 1.090
67 H -3.767 -21.991 27.704  C61 1.090
68 H -3.600 -18.513 28.863  C64 1.090
69 H -2.374 -19.728 28.283  C64 1.090
70 H -3.642 -20.100 29.520  C64 1.090
71 C -0.768 -17.605 23.150  C72 1.509, H75 1.090, H76 1.090, H77 1.090
72 C -2.181 -17.732 22.636  C71 1.509, O73 1.230, C74 1.479
73 O -2.496 -18.489 21.719  C72 1.230
74 C -3.176 -16.795 23.201  C72 1.479, H78 1.090, H79 1.090, H80 1.090
75 H -0.613 -17.742 24.220  C71 1.090
76 H -0.339 -16.636 22.894  C71 1.090
77 H -0.206 -18.333 22.564  C71 1.090
78 H -2.812 -16.064 23.923  C74 1.090
79 H -4.164 -17.128 23.519  C74 1.090
80 H -3.484 -16.133 22.392  C74 1.090
81 C -12.633 -26.969 18.063  C82 1.552, H85 1.090, H86 1.090, H87 1.090
82 C -11.470 -27.040 17.038  C81 1.552, O83 1.207, C84 1.502
83 O -11.554 -27.824 16.123  C82 1.207
84 C -10.391 -25.998 17.115  C82 1.502, H88 1.090, H89 1.090, H90 1.090
85 H -13.304 -27.786 17.799  C81 1.090
86 H -13.200 -26.043 18.164  C81 1.090
87 H -12.182 -27.390 18.961  C81 1.090
88 H -9.356 -26.331 17.030  C84 1.090
89 H -10.469 -25.279 17.930  C84 1.090
90 H -10.539 -25.352 16.250  C84 1.090
91 C -14.494 -13.087 18.880  C92 1.481, H95 1.090, H96 1.090, H97 1.090
92 C -13.626 -13.340 20.053  C91 1.481, O93 1.201, C94 1.516
93 O -13.279 -14.425 20.433  C92 1.201
94 C -13.412 -12.177 21.002  C92 1.516, H98 1.090, H99 1.090, H100 1.090
95 H -15.407 -12.628 19.260  C91 1.090
96 H -14.892 -14.033 18.514  C91 1.090
97 H -13.943 -12.607 18.071  C91 1.090
98 H -12.518 -12.307 21.613  C94 1.090
99 H -14.295 -12.166 21.640  C94 1.090
100 H -13.397 -11.205 20.509  C94 1.090
101 C -12.310 -20.600 13.114  C102 1.535, H105 1.090, H106 1.090, H107 1.090
102 C -12.803 -22.046 12.971  C101 1.535, O103 1.239, C104 1.541
103 O -12.547 -22.908 13.823  C102 1.239
104 C -13.664 -22.339 11.726  C102 1.541, H108 1.090, H109 1.090, H110 1.090
105 H -12.131 -20.359 14.162  C101 1.090
106 H -13.051 -19.931 12.677  C101 1.090
107 H -11.399 -20.503 12.523  C101 1.090
108 H -13.568 -23.392 11.462  C104 1.090
109 H -13.399 -21.617 10.954  C104 1.090
110 H -14.736 -22.314 11.918  C104 1.090

Calculated values
HOMO energy ... -9.12 eV
Lowest unoccupied orbital energy ... 0.2287 eV
HOMO-LUMO gap ... 9.351 eV
SMILES ... CC(C)=O.CC(C)=O.CC(C)=O.CC(C)=O.CC(C)=O.CC(C)=O.CC(C)=O.CC(C)=O.CC(C)=O.CC(C)=O.CC(C)=O

Atom charges from the Löwdin analysis, given in e for atoms 1 to 8:
1. C -0.03
2. C -0.46
3. O 0.03
4. C -0.03
5. H 0.09
6. H 0.09
7. H 0.07
8. H 0.08



<2>
DFT (ωB97M-V/def2-TZVPD) results for a 11-piece molecular cluster, C33H66O11 overall.

Last columns: bonded neighbours and bond lengths (Å).
Cartesian coordinates (Å):
1 C -5.602 17.395 -11.799  C2 1.496, H5 1.096, H6 1.088, H7 1.085
2 C -5.690 18.485 -12.819  C1 1.496, O3 1.215, C4 1.505
3 O -6.127 19.581 -12.528  C2 1.215
4 C -5.236 18.255 -14.235  C2 1.505, H8 1.094, H9 1.091, H10 1.086
5 H -6.625 17.040 -11.636  C1 1.096
6 H -5.356 17.845 -10.839  C1 1.088
7 H -4.991 16.550 -12.102  C1 1.085
8 H -5.380 17.205 -14.506  C4 1.094
9 H -4.182 18.522 -14.332  C4 1.091
10 H -5.808 18.840 -14.950  C4 1.086
11 C -10.069 23.142 -6.059  C12 1.498, H15 1.094, H16 1.086, H17 1.091
12 C -11.243 22.222 -6.193  C11 1.498, O13 1.209, C14 1.516
13 O -12.369 22.534 -5.881  C12 1.209
14 C -11.025 20.903 -6.908  C12 1.516, H18 1.091, H19 1.092, H20 1.094
15 H -9.799 23.556 -7.035  C11 1.094
16 H -9.159 22.669 -5.702  C11 1.086
17 H -10.386 23.989 -5.449  C11 1.091
18 H -10.149 20.335 -6.591  C14 1.091
19 H -11.030 21.002 -7.995  C14 1.092
20 H -11.864 20.246 -6.657  C14 1.094
21 C -7.029 19.509 -2.381  C22 1.512, H25 1.089, H26 1.092, H27 1.089
22 C -6.564 20.643 -3.265  C21 1.512, O23 1.207, C24 1.499
23 O -5.496 21.169 -3.065  C22 1.207
24 C -7.413 21.020 -4.442  C22 1.499, H28 1.084, H29 1.095, H30 1.091
25 H -7.138 18.567 -2.917  C21 1.089
26 H -7.980 19.785 -1.922  C21 1.092
27 H -6.321 19.336 -1.572  C21 1.089
28 H -7.010 21.799 -5.080  C24 1.084
29 H -8.392 21.358 -4.086  C24 1.095
30 H -7.628 20.130 -5.034  C24 1.091
31 C -8.541 18.059 -15.740  C32 1.510, H35 1.091, H36 1.086, H37 1.091
32 C -9.644 17.910 -14.720  C31 1.510, O33 1.204, C34 1.519
33 O -10.797 17.992 -15.056  C32 1.204
34 C -9.263 17.666 -13.270  C32 1.519, H38 1.089, H39 1.090, H40 1.091
35 H -8.078 19.039 -15.613  C31 1.091
36 H -9.031 18.007 -16.708  C31 1.086
37 H -7.816 17.267 -15.550  C31 1.091
38 H -8.547 18.418 -12.941  C34 1.089
39 H -8.900 16.650 -13.106  C34 1.090
40 H -10.189 17.769 -12.703  C34 1.091
41 C -8.817 21.683 -11.962  C42 1.516, H45 1.091, H46 1.091, H47 1.091
42 C -8.386 21.694 -13.415  C41 1.516, O43 1.208, C44 1.510
43 O -9.041 21.168 -14.284  C42 1.208
44 C -7.100 22.411 -13.749  C42 1.510, H48 1.090, H49 1.091, H50 1.086
45 H -9.062 22.677 -11.585  C41 1.091
46 H -8.030 21.267 -11.332  C41 1.091
47 H -9.707 21.055 -11.892  C41 1.091
48 H -6.429 22.282 -12.899  C44 1.090
49 H -7.354 23.459 -13.921  C44 1.091
50 H -6.630 21.975 -14.626  C44 1.086
51 C -8.479 17.822 -7.228  C52 1.503, H55 1.090, H56 1.086, H57 1.093
52 C -7.815 17.921 -8.573  C51 1.503, O53 1.217, C54 1.508
53 O -6.772 17.335 -8.794  C52 1.217
54 C -8.317 18.934 -9.571  C52 1.508, H58 1.090, H59 1.087, H60 1.092
55 H -9.553 17.689 -7.358  C51 1.090
56 H -8.277 18.668 -6.578  C51 1.086
57 H -8.132 16.909 -6.737  C51 1.093
58 H -8.809 18.486 -10.434  C54 1.090
59 H -7.520 19.590 -9.917  C54 1.087
60 H -9.055 19.538 -9.040  C54 1.092
61 C -5.303 21.538 -8.190  C62 1.509, H65 1.086, H66 1.095, H67 1.089
62 C -6.766 21.894 -8.094  C61 1.509, O63 1.208, C64 1.514
63 O -7.589 21.168 -7.589  C62 1.208
64 C -7.134 23.258 -8.640  C62 1.514, H68 1.089, H69 1.092, H70 1.090
65 H -5.118 20.511 -7.887  C61 1.086
66 H -4.752 22.152 -7.472  C61 1.095
67 H -4.879 21.671 -9.184  C61 1.089
68 H -6.391 23.544 -9.383  C64 1.089
69 H -7.146 24.052 -7.891  C64 1.092
70 H -8.137 23.226 -9.066  C64 1.090
71 C -13.636 19.405 -9.945  C72 1.486, H75 1.092, H76 1.092, H77 1.092
72 C -12.316 18.721 -9.925  C71 1.486, O73 1.214, C74 1.513
73 O -11.392 19.100 -10.614  C72 1.214
74 C -12.144 17.650 -8.870  C72 1.513, H78 1.093, H79 1.089, H80 1.089
75 H -13.743 20.139 -9.143  C71 1.092
76 H -14.436 18.663 -9.915  C71 1.092
77 H -13.761 19.997 -10.853  C71 1.092
78 H -11.954 18.138 -7.910  C74 1.093
79 H -11.279 17.026 -9.087  C74 1.089
80 H -13.038 17.043 -8.734  C74 1.089
81 C -11.707 20.061 -3.360  C82 1.514, H85 1.089, H86 1.087, H87 1.094
82 C -10.589 19.041 -3.326  C81 1.514, O83 1.213, C84 1.511
83 O -9.869 18.887 -4.290  C82 1.213
84 C -10.511 18.082 -2.161  C82 1.511, H88 1.087, H89 1.085, H90 1.093
85 H -12.319 20.068 -2.459  C81 1.089
86 H -12.293 19.874 -4.256  C81 1.087
87 H -11.294 21.074 -3.374  C81 1.094
88 H -10.119 17.159 -2.580  C84 1.087
89 H -11.469 17.981 -1.662  C84 1.085
90 H -9.752 18.483 -1.484  C84 1.093
91 C -6.731 13.329 -3.668  C92 1.501, H95 1.097, H96 1.090, H97 1.090
92 C -7.402 14.638 -3.967  C91 1.501, O93 1.210, C94 1.500
93 O -7.904 14.841 -5.049  C92 1.210
94 C -7.585 15.604 -2.834  C92 1.500, H98 1.090, H99 1.092, H100 1.093
95 H -5.821 13.435 -3.064  C91 1.097
96 H -6.338 12.854 -4.566  C91 1.090
97 H -7.399 12.685 -3.097  C91 1.090
98 H -8.092 16.499 -3.196  C94 1.090
99 H -6.646 15.921 -2.377  C94 1.092
100 H -8.220 15.198 -2.043  C94 1.093
101 C -4.775 15.964 -6.501  C102 1.492, H105 1.093, H106 1.094, H107 1.086
102 C -4.367 17.393 -6.368  C101 1.492, O103 1.211, C104 1.505
103 O -3.256 17.758 -6.683  C102 1.211
104 C -5.364 18.360 -5.790  C102 1.505, H108 1.087, H109 1.096, H110 1.089
105 H -5.680 15.851 -7.102  C101 1.093
106 H -5.065 15.583 -5.517  C101 1.094
107 H -3.967 15.387 -6.940  C101 1.086
108 H -4.943 19.065 -5.077  C104 1.087
109 H -6.150 17.787 -5.285  C104 1.096
110 H -5.869 18.877 -6.605  C104 1.089

Calculated values
HOMO energy ... -9.01 eV
Lowest unoccupied orbital energy ... 0.3246 eV
HOMO-LUMO gap ... 9.336 eV
SMILES ... CC(C)=O.CC(C)=O.CC(C)=O.CC(C)=O.CC(C)=O.CC(C)=O.CC(C)=O.CC(C)=O.CC(C)=O.CC(C)=O.CC(C)=O

Atom charges from the Löwdin analysis, given in e for atoms 1 to 8:
1. C -0.01
2. C -0.49
3. O 0.04
4. C -0.02
5. H 0.08
6. H 0.08
7. H 0.08
8. H 0.08



<3>
DFT (ωB97M-V/def2-TZVPD) results for a 11-piece molecular cluster, C33H66O11 overall.

Last columns: bonded neighbours and bond lengths (Å).
Cartesian coordinates (Å):
1 C 0.733 -5.004 0.775  C2 1.508, H5 1.082, H6 1.089, H7 1.096
2 C 1.648 -5.739 -0.173  C1 1.508, O3 1.201, C4 1.483
3 O 2.747 -6.072 0.178  C2 1.201
4 C 1.138 -6.048 -1.530  C2 1.483, H8 1.082, H9 1.092, H10 1.088
5 H 1.059 -5.193 1.789  C1 1.082
6 H -0.304 -5.312 0.651  C1 1.089
7 H 0.796 -3.931 0.559  C1 1.096
8 H 1.767 -6.778 -2.022  C4 1.082
9 H 1.098 -5.131 -2.122  C4 1.092
10 H 0.116 -6.417 -1.493  C4 1.088
11 C 4.532 0.024 -1.696  C12 1.512, H15 1.081, H16 1.100, H17 1.089
12 C 5.735 0.749 -1.137  C11 1.512, O13 1.265, C14 1.523
13 O 6.382 0.293 -0.150  C12 1.265
14 C 6.197 1.975 -1.915  C12 1.523, H18 1.106, H19 1.086, H20 1.075
15 H 4.260 -0.821 -1.080  C11 1.081
16 H 4.785 -0.371 -2.691  C11 1.100
17 H 3.665 0.669 -1.837  C11 1.089
18 H 5.354 2.688 -1.860  C14 1.106
19 H 6.317 1.718 -2.964  C14 1.086
20 H 7.075 2.401 -1.463  C14 1.075
21 C -1.229 1.868 -3.880  C22 1.511, H25 1.078, H26 1.100, H27 1.090
22 C -2.183 2.442 -2.859  C21 1.511, O23 1.174, C24 1.495
23 O -1.904 2.563 -1.724  C22 1.174
24 C -3.566 2.744 -3.340  C22 1.495, H28 1.095, H29 1.090, H30 1.093
25 H -0.535 1.164 -3.448  C21 1.078
26 H -0.670 2.702 -4.328  C21 1.100
27 H -1.798 1.420 -4.694  C21 1.090
28 H -3.521 3.430 -4.193  C24 1.095
29 H -4.163 3.218 -2.560  C24 1.090
30 H -4.040 1.791 -3.589  C24 1.093
31 C -1.409 2.516 2.105  C32 1.497, H35 1.090, H36 1.095, H37 1.081
32 C -0.676 1.790 3.190  C31 1.497, O33 1.234, C34 1.500
33 O -1.002 0.660 3.564  C32 1.234
34 C 0.481 2.519 3.807  C32 1.500, H38 1.086, H39 1.088, H40 1.100
35 H -0.693 2.835 1.347  C31 1.090
36 H -1.807 3.458 2.497  C31 1.095
37 H -2.193 1.891 1.702  C31 1.081
38 H 1.096 1.808 4.351  C34 1.086
39 H 0.159 3.336 4.449  C34 1.088
40 H 1.073 2.975 3.000  C34 1.100
41 C -4.153 0.188 -0.700  C42 1.477, H45 1.102, H46 1.085, H47 1.088
42 C -4.756 -0.559 -1.822  C41 1.477, O43 1.179, C44 1.497
43 O -4.280 -0.547 -2.901  C42 1.179
44 C -5.987 -1.352 -1.514  C42 1.497, H48 1.099, H49 1.084, H50 1.099
45 H -4.988 0.661 -0.158  C41 1.102
46 H -3.513 1.006 -1.016  C41 1.085
47 H -3.624 -0.490 -0.034  C41 1.088
48 H -5.797 -1.995 -0.643  C44 1.099
49 H -6.285 -1.936 -2.377  C44 1.084
50 H -6.848 -0.722 -1.253  C44 1.099
51 C -3.542 -3.395 -2.498  C52 1.492, H55 1.086, H56 1.085, H57 1.100
52 C -2.575 -4.530 -2.448  C51 1.492, O53 1.172, C54 1.475
53 O -1.429 -4.415 -2.230  C52 1.172
54 C -3.122 -5.874 -2.710  C52 1.475, H58 1.090, H59 1.091, H60 1.089
55 H -3.066 -2.448 -2.266  C51 1.086
56 H -4.378 -3.546 -1.822  C51 1.085
57 H -3.955 -3.350 -3.516  C51 1.100
58 H -3.259 -6.004 -3.784  C54 1.090
59 H -4.068 -6.043 -2.195  C54 1.091
60 H -2.410 -6.612 -2.343  C54 1.089
61 C -4.587 -3.030 2.745  C62 1.487, H65 1.093, H66 1.077, H67 1.103
62 C -4.015 -2.840 1.385  C61 1.487, O63 1.196, C64 1.510
63 O -4.692 -2.830 0.399  C62 1.196
64 C -2.519 -2.672 1.263  C62 1.510, H68 1.089, H69 1.098, H70 1.082
65 H -4.087 -3.856 3.256  C61 1.093
66 H -5.657 -3.147 2.722  C61 1.077
67 H -4.322 -2.138 3.339  C61 1.103
68 H -1.993 -3.548 1.638  C64 1.089
69 H -2.185 -1.820 1.869  C64 1.098
70 H -2.308 -2.477 0.220  C64 1.082
71 C 2.444 -3.270 3.403  C72 1.505, H75 1.092, H76 1.100, H77 1.087
72 C 3.411 -2.840 4.473  C71 1.505, O73 1.140, C74 1.499
73 O 3.611 -3.491 5.388  C72 1.140
74 C 4.083 -1.508 4.331  C72 1.499, H78 1.094, H79 1.083, H80 1.097
75 H 2.849 -3.214 2.391  C71 1.092
76 H 1.593 -2.573 3.440  C71 1.100
77 H 2.125 -4.291 3.593  C71 1.087
78 H 3.584 -0.753 4.946  C74 1.094
79 H 4.152 -1.172 3.304  C74 1.083
80 H 5.108 -1.595 4.710  C74 1.097
81 C 1.144 0.790 0.011  C82 1.471, H85 1.096, H86 1.077, H87 1.101
82 C 0.749 -0.339 -0.845  C81 1.471, O83 1.217, C84 1.518
83 O 1.581 -0.957 -1.482  C82 1.217
84 C -0.738 -0.571 -1.045  C82 1.518, H88 1.092, H89 1.084, H90 1.087
85 H 0.585 1.699 -0.235  C81 1.096
86 H 2.203 0.970 -0.055  C81 1.077
87 H 0.811 0.596 1.043  C81 1.101
88 H -0.822 -1.516 -1.586  C84 1.092
89 H -1.156 0.227 -1.647  C84 1.084
90 H -1.256 -0.614 -0.090  C84 1.087
91 C 0.665 7.156 -0.239  C92 1.506, H95 1.088, H96 1.091, H97 1.092
92 C 0.016 5.852 0.145  C91 1.506, O93 1.158, C94 1.464
93 O -0.531 5.724 1.157  C92 1.158
94 C 0.064 4.785 -0.856  C92 1.464, H98 1.108, H99 1.088, H100 1.076
95 H 0.286 7.949 0.401  C91 1.088
96 H 0.439 7.392 -1.280  C91 1.091
97 H 1.747 7.106 -0.105  C91 1.092
98 H 1.114 4.598 -1.157  C94 1.108
99 H -0.454 5.120 -1.752  C94 1.088
100 H -0.265 3.829 -0.488  C94 1.076
101 C 3.123 4.823 1.867  C102 1.523, H105 1.088, H106 1.099, H107 1.089
102 C 4.084 4.005 1.014  C101 1.523, O103 1.191, C104 1.492
103 O 3.694 3.214 0.216  C102 1.191
104 C 5.545 4.239 1.210  C102 1.492, H108 1.096, H109 1.075, H110 1.093
105 H 2.122 4.789 1.442  C101 1.088
106 H 3.414 5.883 1.828  C101 1.099
107 H 3.109 4.461 2.894  C101 1.089
108 H 5.738 5.312 1.095  C104 1.096
109 H 6.111 3.674 0.491  C104 1.075
110 H 5.796 4.000 2.247  C104 1.093

Calculated values
HOMO energy ... -9.09 eV
Lowest unoccupied orbital energy ... 0.3828 eV
HOMO-LUMO gap ... 9.471 eV
SMILES ... CC(C)=O.CC(C)=O.CC(C)=O.CC(C)=O.CC(C)=O.CC(C)=O.CC(C)=O.CC(C)=O.CC(C)=O.CC(C)=O.CC(C)=O

Atom charges from the Löwdin analysis, given in e for atoms 1 to 8:
1. C -0.02
2. C -0.51
3. O 0.08
4. C -0.03
5. H 0.06
6. H 0.07
7. H 0.09
8. H 0.08



Which one is the least stable? From the structures above, <1>.